1.
Density functional theory data (ωB97M-V/def2-TZVPD) for one molecule with the formula C2H8N4 at a distorted geometry.

```
! RIJCOSX wB97M-V def2-TZVPD def2/J DEFGRID3
* xyz 0 1
C -0.2702 -1.0953 -0.4412
N 0.0124 0.3352 -0.2955
C -0.9039 1.0815 0.5084
N 1.2531 0.5439 0.2035
N 2.3996 0.2209 -0.5663
N 2.0057 -0.6356 0.5636
H 0.5010 -1.6618 -1.1352
H -0.2006 -1.6816 0.4571
H -1.3100 -1.2376 -0.8718
H -0.8186 2.1598 0.3633
H -1.8576 0.7526 0.2711
H -0.8390 0.8743 1.5352
H 2.1029 -0.1984 -1.3586
H 2.6898 -0.3982 1.2552
*
```

The calculation puts the electronic energy at -299.84072 a.u. The relative energy (zero: lowest compared OMol25 entry of this formula, charge and spin) comes out at 5.170 eV. Its SMILES is CN(C)n1[nH][nH]1. For the highest occupied orbital energy, the calculation gives -9.183 eV.

=====

2.
Density functional theory data (ωB97M-V/def2-TZVPD) for a 2-piece molecular cluster, C10H15OP overall at a distorted geometry.

```
! RIJCOSX wB97M-V def2-TZVPD def2/J DEFGRID3
* xyz 0 1
C 3.5680 2.0248 0.1642
C 4.1233 0.9564 -0.3709
C 3.6119 -0.4543 -0.0865
C 2.2344 -0.3746 0.4617
C 1.3697 -1.5897 0.3416
P 1.2035 0.9685 -0.4320
O 0.2156 1.3138 0.5253
H 2.9842 1.8778 1.1332
H 3.8069 2.9627 -0.3524
H 4.8117 1.1606 -1.2223
H 4.5441 -0.9566 0.3424
H 3.5414 -0.9937 -1.0744
H 2.2602 0.1000 1.4439
H 1.9301 -2.4362 0.5539
H 0.8322 -1.8161 -0.6045
H 0.5884 -1.5647 1.0459
C -5.4457 0.3263 -0.0930
C -4.7374 -0.6313 0.4269
C -3.3134 -0.1354 0.4937
C -3.4050 1.2671 0.0135
C -4.6783 1.5147 -0.2309
H -6.4973 0.2482 -0.3105
H -5.0997 -1.6862 0.4127
H -2.9022 -0.2868 1.4748
H -2.6494 -0.7985 -0.1042
H -2.7407 2.0071 0.1627
H -5.0988 2.4339 -0.6469
*
```

The calculation puts the electronic energy at -806.49656 a.u. The relative energy (zero: lowest compared OMol25 entry of this formula, charge and spin) comes out at 1.672 eV. Its SMILES is C=CC[C@H](C)P=O.C1=CCC=C1. For the highest occupied orbital energy, the calculation gives -8.406 eV.

=====

3.
Density functional theory data (ωB97M-V/def2-TZVPD) for a 2-piece molecular cluster, C12H14ClF3NO6S overall at a distorted geometry.

```
! RIJCOSX wB97M-V def2-TZVPD def2/J DEFGRID3
* xyz -1 1
C 3.4688 2.2791 2.6779
C 2.4178 2.8926 1.7829
O 1.2334 2.0401 1.7377
C 0.4554 2.1614 0.6608
C -1.0014 1.4567 0.8074
Cl -2.0073 2.7199 1.5854
C -1.0480 0.1654 1.7514
O -1.8887 -0.7073 1.5556
O -0.1554 0.1753 2.7133
C -0.2547 -0.8855 3.7147
C 1.1185 -0.9631 4.3104
O 0.7762 2.8064 -0.3114
H 4.3385 2.9436 2.7017
H 3.1328 2.1515 3.7138
H 3.8097 1.3131 2.2859
H 2.1030 3.8617 2.1841
H 2.8001 3.0227 0.7700
H -0.9968 -0.5339 4.4363
H -0.5680 -1.8189 3.2427
H 1.1295 -1.7106 5.0983
H 1.8511 -1.2452 3.5473
H 1.4143 0.0017 4.7321
F -1.4322 3.0838 -1.4494
C -1.8921 1.9136 -1.9146
F -3.0745 2.1302 -2.5231
F -1.0388 1.3394 -2.8076
S -1.8664 0.7661 -0.5085
N -3.6155 -0.2360 -1.7897
C -3.6542 -1.4452 -2.4118
O -2.8335 -2.3506 -2.4113
C -5.0034 -1.4831 -3.1871
C -5.6572 -0.1522 -2.8845
C -4.8440 0.3557 -1.6640
O -5.2784 1.1628 -0.8486
H -4.8242 -1.6180 -4.2592
H -5.6238 -2.2959 -2.7983
H -5.4691 0.5295 -3.7330
H -6.7213 -0.2120 -2.6523
*
```

The calculation puts the electronic energy at -2129.88071 a.u. The relative energy (zero: lowest compared OMol25 entry of this formula, charge and spin) comes out at 0.706 eV. For the highest occupied orbital energy, the calculation gives -4.280 eV.

=====

4.
Density functional theory data (ωB97M-V/def2-TZVPD) for C41H38ClCuN4O2PS as an isolated structure at a distorted geometry.

```
! RIJCOSX wB97M-V def2-TZVPD def2/J DEFGRID3
* xyz 0 2
Cu 12.7909 15.2214 14.7706
Cl 12.8884 15.3672 18.3423
C 14.3989 14.6116 18.6325
C 14.8578 14.3756 19.9223
C 16.1641 13.9174 20.1420
C 17.0114 13.7471 19.0528
C 16.5799 14.0098 17.7519
C 15.2682 14.4674 17.5216
P 14.7632 14.7242 15.8160
C 15.1282 13.2171 14.8662
C 15.5112 12.0512 15.5127
C 16.0799 10.9854 14.7684
C 15.9897 11.0078 13.3889
C 15.4702 12.1198 12.7466
C 14.9861 13.2153 13.4630
C 16.0379 15.8719 15.2640
C 16.0333 17.2020 15.7337
C 16.9035 18.1205 15.1703
C 17.8451 17.7328 14.2025
C 17.9039 16.3948 13.7996
C 16.9745 15.4746 14.3437
H 14.1690 14.4622 20.7662
H 16.5273 13.7955 21.1725
H 18.0750 13.4497 19.1810
H 17.2513 13.8130 16.9112
H 15.3843 11.9778 16.5850
H 16.5198 10.1578 15.3176
H 16.2318 10.1310 12.7834
H 15.5278 12.1748 11.6707
H 14.5538 14.0570 12.9454
H 15.3104 17.4768 16.4675
H 16.9383 19.1410 15.5209
H 18.4804 18.4949 13.8058
H 18.6492 16.0522 13.1052
H 17.0707 14.4343 14.0377
C 14.8099 12.8154 7.2557
C 14.0348 13.4003 8.3928
C 13.6327 12.6414 9.5095
C 12.8734 13.1717 10.5299
C 12.5121 14.5134 10.4939
C 12.8105 15.2870 9.3796
C 13.6015 14.7442 8.3568
S 11.4701 15.1198 11.8590
O 11.1219 13.9503 12.5910
O 10.4491 15.9247 11.2671
N 12.5084 15.9484 12.8170
C 12.4554 17.3505 12.8704
C 12.3243 18.0822 11.6509
C 12.0194 19.4216 11.7042
C 11.8951 20.0192 12.9902
C 12.2839 19.2397 14.1249
N 12.5986 17.9513 14.0392
H 15.2216 11.8618 7.6135
H 15.6139 13.4980 6.9628
H 14.1851 12.6799 6.3365
H 13.9211 11.5994 9.5311
H 12.6034 12.5930 11.4320
H 12.4508 16.3068 9.3148
H 13.9368 15.4216 7.5707
H 12.4134 17.5592 10.6827
H 11.8386 19.9778 10.8196
H 11.6586 21.0717 13.1368
H 12.3097 19.6760 15.1220
C 11.6059 11.5894 15.6527
C 11.6692 10.2204 15.7715
C 11.9036 9.4061 14.5835
C 12.2107 8.0678 14.6904
C 12.1682 7.4617 15.9500
C 11.9364 8.1984 17.0979
C 11.6303 9.5355 17.0292
H 11.4373 12.2028 16.5234
H 11.6809 12.1057 14.6950
H 11.9209 9.9227 13.6314
H 12.3142 7.4607 13.8070
H 12.3564 6.4231 16.1066
H 12.0460 7.6979 18.0460
H 11.3926 10.1493 17.8736
C 7.4415 14.3655 15.2383
N 8.7335 14.9331 15.5725
C 9.0711 16.1540 16.1387
C 10.4204 16.3012 16.0844
N 10.9637 15.1982 15.4384
C 9.9224 14.4021 15.1124
H 6.5951 15.0028 15.3312
H 7.2559 13.5132 15.8580
H 7.4609 13.9463 14.2001
H 8.3437 16.8101 16.5639
H 11.0464 17.1257 16.3987
H 9.9885 13.4445 14.6359
*
```

The calculation puts the electronic energy at -4794.82590 a.u. The relative energy (zero: lowest compared OMol25 entry of this formula, charge and spin) comes out at 0.237 eV. For the highest occupied orbital energy (alpha / beta), the calculation gives -7.077 / -7.256 eV.

=====

5.
Density functional theory data (ωB97M-V/def2-TZVPD) for a 2-piece molecular cluster, C3HN2O3 overall at a distorted geometry.

```
! RIJCOSX wB97M-V def2-TZVPD def2/J DEFGRID3
* xyz -1 1
C -1.7379 -0.7883 1.5442
C 1.1688 2.2875 -2.7785
C 0.6188 -0.5261 0.7017
N -0.7865 -0.1480 1.3042
N 0.7641 1.3681 -2.1979
O -2.7544 -1.3329 1.8075
O 1.4233 -0.7902 1.5798
O 0.6692 -0.7397 -0.5329
H 0.6346 0.6696 -1.4282
*
```

The calculation puts the electronic energy at -450.23119 a.u. The relative energy (zero: lowest compared OMol25 entry of this formula, charge and spin) comes out at 0.615 eV. For the highest occupied orbital energy, the calculation gives -5.799 eV.

=====

Look up the electronic energy of the fifth one. -450.23119 a.u.